C4H10NOS | ωB97M-V with the def2-TZVPD basis set

Last columns: bonded neighbours and bond lengths (Å).
CARTESIAN COORDINATES (ANGSTROEM)
1 C -2.25 0.55 -0.06  O2 1.337, C3 1.547, H8 1.129, H9 1.137
2 O -3.07 -0.29 0.58  C1 1.337
3 C -0.78 0.05 0.02  C1 1.547, C4 1.534, N7 1.483, H10 1.103
4 C 0.20 1.09 -0.54  C3 1.534, C5 1.530, H11 1.097, H12 1.098
5 C 1.69 0.76 -0.71  C4 1.530, S6 1.849, H13 1.087, H14 1.089
6 S 2.52 -0.25 0.59  C5 1.849, H15 1.336
7 N -0.76 -1.33 -0.52  C3 1.483, H16 1.022, H17 1.001
8 H -2.19 1.63 0.27  C1 1.129
9 H -2.51 0.64 -1.16  C1 1.137
10 H -0.69 0.01 1.12  C3 1.103
11 H 0.14 2.01 0.05  C4 1.097
12 H -0.20 1.38 -1.52  C4 1.098
13 H 1.85 0.20 -1.63  C5 1.087
14 H 2.31 1.65 -0.78  C5 1.089
15 H 1.54 -1.07 0.95  S6 1.336
16 H -1.75 -1.54 -0.40  N7 1.022
17 H -0.18 -1.92 0.05  N7 1.001

Calculated values
Max |F| ... 1.86 eV/A
ΔE to the lowest compared entry with this formula, charge and spin ... 58.4 kcal per mole
Net charge ... -1
E_HOMO ... -2.69 eV
E_LUMO ... 3.2 eV
DFT total energy ... -18682.5651 eV
SMILES ... N[C@H](C[O-])CCS